The following is a DFT calculation (ωB97M-V with the def2-TZVPD basis set) of the molecule C6H8O2S.

XYZ file:
```
17
Properties=species:S:1:pos:R:3:forces:R:3
C -0.389 1.081 -0.334 0.061 0.526 -0.497
C -1.145 0.811 0.856 0.110 -0.720 0.478
C 0.581 0.267 -0.734 0.474 -0.554 0.004
C 1.457 -0.869 -0.634 -0.492 -0.304 0.598
C -2.177 1.817 1.237 -0.162 0.060 0.089
C 0.999 -2.258 -0.976 0.201 0.224 0.051
O 1.475 0.114 -1.722 -0.047 0.620 -0.589
O 2.552 -0.868 0.177 0.181 -0.017 -0.019
S -0.894 -0.537 1.753 -0.182 0.069 0.210
H -0.623 1.965 -0.915 0.040 0.026 -0.104
H -2.737 1.483 2.105 0.015 0.022 0.002
H -2.864 1.986 0.408 -0.027 0.061 -0.090
H -1.693 2.767 1.465 0.018 0.123 -0.019
H 0.416 -2.246 -1.893 -0.042 0.028 -0.015
H 0.386 -2.641 -0.162 0.040 0.037 0.011
H 1.871 -2.895 -1.101 0.045 -0.088 -0.049
H 2.784 0.024 0.469 -0.232 -0.113 -0.061
```
Forces are in eV/Å.

Summary:
M = 144.195 g mol⁻¹
energy relative to the best compared isomer or geometry (same formula, charge and spin) = 12.6 kcal/mol

***

The following is a DFT calculation (ωB97M-V with the def2-TZVPD basis set) of a structure of composition C6H8O3.

XYZ file:
```
17
Properties=species:S:1:pos:R:3:forces:R:3
C -1.072 -0.382 -0.114 1.490 1.821 0.391
C -1.246 1.201 -0.385 -1.402 0.179 -1.810
C 0.703 0.794 0.069 0.820 -1.213 0.487
C 2.094 0.284 0.082 1.321 -0.953 -1.707
C 0.358 -1.325 -0.032 0.039 -2.149 -0.756
C 0.014 -0.330 0.893 -1.059 1.051 -0.786
H -2.452 -1.410 -0.855 0.060 0.839 2.480
H -1.178 1.447 -1.484 -0.787 -0.255 0.833
H -2.197 1.578 0.114 1.159 -0.603 -0.735
H 0.604 0.517 -0.977 -0.395 -0.037 -0.379
H 2.751 0.669 -0.717 -0.096 0.191 0.779
H 2.586 0.075 1.005 0.440 0.223 0.728
H 0.074 -2.414 0.104 0.763 1.368 -0.431
H -0.100 -0.307 1.932 0.179 0.058 1.509
O -2.248 -1.020 0.072 -1.329 -2.128 -2.377
O -0.119 1.879 0.158 -0.152 1.515 1.257
O 1.718 -1.060 -0.505 -1.051 0.094 0.517
```
Forces are in eV/Å.

Summary:
M = 128.127 g mol⁻¹
energy relative to the best compared isomer or geometry (same formula, charge and spin) = 145.9 kcal/mol

***

The following is a DFT calculation (ωB97M-V with the def2-TZVPD basis set) of the molecule C6H8O4.

XYZ file:
```
18
Properties=species:S:1:pos:R:3:forces:R:3
C 0.891 -1.074 0.473 -0.869 0.895 -0.947
C 1.730 0.593 -1.012 -3.143 -1.914 -2.347
C -0.271 -1.882 -0.203 2.228 0.134 -1.672
C -0.868 0.453 -0.448 2.049 -1.138 -1.478
C 0.617 0.452 0.033 1.606 0.184 1.759
C -1.838 0.978 0.541 -0.568 -0.913 0.034
O 1.826 -1.356 1.160 -0.682 -0.434 -0.235
O 2.805 1.058 -0.903 1.021 0.737 0.598
O -1.063 -0.947 -0.905 0.111 0.676 0.666
O 0.889 1.311 1.145 -0.987 -0.230 -0.488
H 1.360 0.015 -1.982 0.860 0.936 1.026
H 0.153 -2.618 -1.011 -0.733 1.061 1.814
H -0.793 -2.353 0.586 -0.752 -0.950 0.719
H -0.960 0.968 -1.417 0.139 0.148 0.464
H -2.308 0.209 1.119 -0.468 -1.016 -0.095
H -2.609 1.499 0.007 -0.356 0.648 0.234
H -1.351 1.474 1.333 0.549 1.530 0.422
H 1.791 1.221 1.482 -0.006 -0.353 -0.477
```
Forces are in eV/Å.

Summary:
M = 144.126 g mol⁻¹
energy relative to the best compared isomer or geometry (same formula, charge and spin) = 54.3 kcal/mol

***

The following is a DFT calculation (ωB97M-V with the def2-TZVPD basis set) of a structure of composition C6H8O5Pb.

XYZ file:
```
20
Properties=species:S:1:pos:R:3:forces:R:3
Pb 1.272 2.628 -0.312 1.742 1.277 -0.007
O -0.659 1.740 -0.168 -1.532 -1.551 0.006
O -2.552 1.589 0.924 -0.001 0.233 0.055
C -3.127 0.785 1.968 -0.399 -0.159 0.212
C -2.213 -0.448 1.999 -0.351 -0.249 0.382
O -1.185 -0.113 1.052 0.911 0.258 -0.566
C -1.401 1.079 0.551 -0.818 0.494 0.505
H -3.096 1.362 2.898 -0.054 -0.120 -0.260
H -4.161 0.558 1.693 0.250 0.073 0.096
H -2.703 -1.368 1.667 0.166 0.215 0.053
H -1.735 -0.598 2.972 -0.110 -0.034 -0.295
O 1.967 0.374 -0.864 -0.185 -0.001 -0.613
C 2.218 -0.150 -2.211 0.223 0.047 -0.465
C 2.693 -1.559 -1.900 0.206 -0.075 -0.410
O 2.533 -1.639 -0.449 -0.273 -0.193 -0.034
C 2.075 -0.558 0.076 0.287 -0.184 1.101
H 1.277 -0.100 -2.766 0.227 -0.018 0.096
H 2.974 0.495 -2.667 -0.190 -0.224 0.010
H 3.751 -1.731 -2.121 -0.287 0.025 0.033
H 2.073 -2.345 -2.341 0.189 0.188 0.100
```
Forces are in eV/Å.

Summary:
charge = +1
spin multiplicity = 2
expectation value of S² = 0.752
M = 367.325 g mol⁻¹
energy relative to the best compared isomer or geometry (same formula, charge and spin) = 0.0 kcal/mol

***

The following is a DFT calculation (ωB97M-V with the def2-TZVPD basis set) of a structure of composition C6H8O6Tm.

XYZ file:
```
21
Properties=species:S:1:pos:R:3:forces:R:3
O 0.158 -3.904 -0.101 0.361 -0.663 -0.263
C -0.616 -2.892 0.226 -0.249 -0.641 -0.255
O -0.613 -2.430 1.370 0.176 0.930 0.764
O -1.345 -2.455 -0.737 -0.035 0.822 -0.833
C -2.118 -1.233 -0.538 -0.051 -0.626 0.872
C -1.236 -0.037 -0.735 -1.304 -3.046 -3.466
C -0.990 0.837 0.246 0.685 3.040 3.217
C -0.176 2.075 0.044 0.678 0.824 -0.797
Tm 0.354 -2.535 3.400 0.184 -0.826 1.102
H -2.563 -1.266 0.462 -0.097 0.098 -0.266
H -2.897 -1.294 -1.302 -0.201 0.272 -0.237
H -0.807 0.099 -1.732 0.114 -0.081 0.055
H -1.400 0.685 1.247 0.063 -0.064 -0.110
H -0.641 2.937 0.533 -0.257 0.023 -0.032
H 0.006 2.313 -1.012 -0.281 -0.086 0.179
O 1.120 1.984 0.719 -1.189 -1.030 1.122
C 2.125 1.422 0.193 3.400 2.238 -2.611
O 3.219 1.204 0.765 1.266 -1.360 -1.009
H 3.789 1.060 -0.257 -0.799 0.258 3.860
O 2.415 1.327 -1.115 -2.229 -0.133 -1.009
H 2.216 2.101 -1.677 -0.236 0.051 -0.284
```
Forces are in eV/Å.

Summary:
charge = +4
energy = -48110.38801 eV
spin multiplicity = 4
expectation value of S² = 3.759
M = 345.058 g mol⁻¹

***

The following is a DFT calculation (ωB97M-V with the def2-TZVPD basis set) of a structure of composition C6H8OPYb.

XYZ file:
```
17
Properties=species:S:1:pos:R:3:forces:R:3
C 0.297 -0.496 -0.798 2.878 2.299 -1.878
C -0.425 0.018 -1.883 -1.051 -0.202 -1.251
C -0.599 1.412 -1.778 1.042 1.971 -6.531
C 0.174 1.978 -0.765 3.874 3.141 -1.401
C 0.829 0.993 -0.033 -1.107 -3.575 -3.319
Yb -1.392 0.849 -0.010 -8.173 -3.655 9.555
P 0.007 -1.893 1.285 -0.764 -0.641 0.509
H 0.747 -1.460 -1.155 0.096 0.789 1.633
H -1.167 -0.607 -2.481 1.451 0.700 0.396
H -1.143 2.006 -2.536 0.223 -0.355 0.561
H 1.616 1.211 0.565 2.241 -0.099 1.927
H 0.396 3.074 -0.651 -0.387 -1.265 -0.101
H 1.323 -1.944 1.863 -0.530 0.018 -0.250
H 0.106 -3.052 0.476 0.071 0.034 0.066
H -0.731 -2.536 2.322 0.440 -0.067 0.133
O 0.320 0.100 3.267 -2.158 0.947 -2.684
C -0.359 0.347 2.312 1.854 -0.040 2.636
```
Forces are in eV/Å.

Summary:
energy = -49208.40944 eV
spin multiplicity = 2
expectation value of S² = 0.759
M = 300.143 g mol⁻¹

***

The following is a DFT calculation (ωB97M-V with the def2-TZVPD basis set) of the molecule C6H8S.

XYZ file:
```
15
Properties=species:S:1:pos:R:3:forces:R:3
C -1.200 -0.246 -0.129 -0.547 0.999 0.633
C -0.607 -0.529 1.004 -2.084 0.988 -0.598
C -0.478 0.691 -1.017 -0.970 1.069 -2.084
C 0.755 0.101 1.049 -1.002 0.683 -0.388
C 0.599 1.204 -0.122 3.597 -2.270 0.533
C -1.823 -1.380 0.505 -0.262 0.020 2.380
S -1.508 -3.082 0.098 0.499 -0.384 -0.453
H -0.080 0.125 -1.862 0.206 0.070 -0.132
H -0.991 1.592 -1.482 -0.061 -1.337 0.564
H 1.101 0.513 1.997 0.018 -0.219 -0.100
H 1.237 -0.789 0.776 2.307 -0.809 -0.429
H 1.594 1.399 -0.677 -1.526 -0.299 0.931
H 0.376 2.038 0.454 -0.815 1.965 0.439
H -2.713 -1.360 1.178 0.376 0.451 -0.940
H -0.225 -2.705 0.128 0.265 -0.928 -0.356
```
Forces are in eV/Å.

Summary:
M = 112.197 g mol⁻¹
energy relative to the best compared isomer or geometry (same formula, charge and spin) = 93.8 kcal/mol

***

The following is a DFT calculation (ωB97M-V with the def2-TZVPD basis set) of the molecule C6H8S.

XYZ file:
```
15
Properties=species:S:1:pos:R:3:forces:R:3
C -0.879 -0.305 0.703 0.907 0.575 -2.145
C -1.128 1.904 -0.440 -0.753 -0.424 0.834
C 0.013 -0.563 -0.440 1.333 -0.661 0.270
C 0.145 1.800 -0.985 -1.057 -1.049 1.105
C 0.944 0.568 -0.945 -1.407 -3.022 -1.425
C -1.253 -1.148 1.644 1.167 1.211 -0.662
S -0.380 -2.585 2.210 -0.339 0.054 -0.228
H 0.608 -1.468 -0.298 0.478 -0.045 0.391
H -0.601 -0.931 -1.247 -0.495 0.457 -0.649
H 0.579 2.480 -1.619 0.398 2.243 -1.734
H 0.243 2.268 0.063 -0.292 0.480 0.560
H 1.766 0.822 -0.337 1.435 -0.547 0.645
H 1.232 0.197 -1.972 0.205 0.947 1.008
H -1.952 -0.693 2.250 -1.716 0.014 1.907
H 0.664 -2.345 1.411 0.135 -0.234 0.123
```
Forces are in eV/Å.

Summary:
M = 112.197 g mol⁻¹
energy relative to the best compared isomer or geometry (same formula, charge and spin) = 181.9 kcal/mol

***

The following is a DFT calculation (ωB97M-V with the def2-TZVPD basis set) of the molecule C6H8S2.

XYZ file:
```
16
Properties=species:S:1:pos:R:3:forces:R:3
C -2.737 1.031 -0.365 -2.150 -1.298 -0.283
C -2.050 -0.071 0.399 1.186 0.946 -1.017
C -1.033 -0.915 -0.368 -0.927 0.149 2.414
C -0.116 -2.076 -0.196 0.536 -0.373 0.858
C 0.742 0.522 0.166 -1.222 -1.751 1.024
C -0.628 0.110 0.784 2.771 -0.991 -0.654
H -3.761 0.701 -0.665 0.793 -0.221 -0.439
H -3.049 1.823 0.267 0.487 1.006 0.908
H -2.211 1.422 -1.224 0.296 -0.078 -0.070
H -2.543 -0.517 1.206 -1.075 -0.457 0.986
H -1.005 -0.491 -1.320 0.684 0.714 -1.500
H -0.226 -2.675 0.715 -0.313 0.333 -0.092
H -0.042 -2.775 -1.016 -0.125 0.013 -0.444
H -0.310 -0.435 1.725 -0.772 0.347 -1.165
S 1.529 -1.197 -0.054 -0.372 1.256 -0.268
S 1.475 1.906 -0.084 0.203 0.405 -0.259
```
Forces are in eV/Å.

Summary:
M = 144.264 g mol⁻¹
energy relative to the best compared isomer or geometry (same formula, charge and spin) = 74.6 kcal/mol

***

The following is a DFT calculation (ωB97M-V with the def2-TZVPD basis set) of the molecule C6H8S2.

XYZ file:
```
16
Properties=species:S:1:pos:R:3:forces:R:3
C -2.657 -0.082 -0.170 0.095 0.944 0.006
C -0.137 -0.809 0.693 -0.237 -0.426 0.162
C 2.212 -0.822 -0.712 0.249 -1.137 -0.031
C 2.011 0.483 -0.831 -0.177 0.548 0.170
C 1.126 1.214 0.073 0.173 1.092 0.729
C 0.189 0.643 0.854 0.399 0.371 -0.215
H -3.475 -0.325 -0.844 -0.188 0.017 0.148
H -2.935 -0.297 0.874 -0.047 0.167 -0.414
H -2.413 1.004 -0.312 -0.196 -0.980 0.274
H -0.550 -1.221 1.630 -0.032 0.179 -0.418
H 2.993 -1.359 -1.275 -0.502 0.352 0.307
H 2.631 1.038 -1.522 -0.077 0.070 -0.017
H 1.377 2.300 0.218 -0.482 -1.130 -0.250
H -0.383 1.218 1.605 0.455 -0.325 -0.548
S -1.309 -1.143 -0.686 0.329 -0.082 0.240
S 1.322 -1.843 0.405 0.237 0.339 -0.142
```
Forces are in eV/Å.

Summary:
M = 144.264 g mol⁻¹
energy relative to the best compared isomer or geometry (same formula, charge and spin) = 20.8 kcal/mol

***

The following is a DFT calculation (ωB97M-V with the def2-TZVPD basis set) of a structure of composition C6H9BO3.

XYZ file:
```
19
Properties=species:S:1:pos:R:3:forces:R:3
B -0.691 -0.325 -0.712 0.896 -3.496 0.078
C -0.566 -2.337 -0.653 1.595 4.918 0.437
C -2.059 0.084 -0.269 -0.401 1.394 -0.687
C 0.686 0.528 -0.688 -0.247 0.215 1.206
C -3.115 0.556 0.665 3.590 0.319 0.068
C 2.912 0.974 0.403 1.836 -0.652 -1.512
C 1.817 -0.101 0.258 -2.533 5.344 1.181
O 0.470 -2.836 -0.316 -0.865 -0.782 -0.291
O -2.044 0.031 -1.532 -0.310 0.248 0.512
O 0.877 1.583 -1.266 -0.432 -0.812 0.020
H -1.511 -2.784 -0.907 -0.644 -1.219 -0.263
H -2.764 1.508 1.112 0.824 -0.936 0.605
H -3.974 0.964 0.328 -3.280 0.041 -1.963
H -3.153 -0.280 1.316 -0.645 -0.267 1.384
H 2.893 1.667 1.281 -0.524 -0.810 -0.679
H 3.021 1.610 -0.557 -0.064 -1.149 1.651
H 3.793 0.297 0.523 0.090 1.176 -0.043
H 1.451 -0.192 1.314 -0.268 -0.946 -1.179
H 1.957 -0.948 -0.301 1.382 -2.584 -0.525
```
Forces are in eV/Å.

Summary:
M = 139.947 g mol⁻¹
energy relative to the best compared isomer or geometry (same formula, charge and spin) = 124.8 kcal/mol

***

The following is a DFT calculation (ωB97M-V with the def2-TZVPD basis set) of a structure of composition C6H9Cl15.

XYZ file:
```
30
Properties=species:S:1:pos:R:3:forces:R:3
C -25.100 -1.681 2.834 1.144 2.430 -1.061
Cl -23.965 -1.974 1.577 -4.902 0.852 -0.392
Cl -26.686 -1.388 2.210 0.328 -3.983 3.403
Cl -24.464 -0.260 3.776 -1.338 -1.007 2.150
H -25.100 -2.488 3.567 1.748 0.045 -4.322
C -22.684 -4.125 0.667 1.574 -1.434 -1.318
Cl -23.766 -5.543 0.626 0.293 1.025 0.006
Cl -22.406 -3.417 -1.003 -0.040 -0.683 1.053
Cl -21.158 -4.575 1.515 0.299 -3.594 -3.266
H -23.049 -3.261 1.223 0.428 -2.806 -0.705
C -23.374 0.655 0.975 0.535 0.728 -0.877
Cl -25.000 0.985 1.622 2.249 2.953 -1.959
Cl -22.026 1.214 1.975 -0.202 0.165 0.259
Cl -23.213 1.341 -0.638 0.232 0.333 -0.131
H -23.245 -0.421 0.851 0.053 1.571 -0.098
C -21.909 -1.647 4.041 0.187 1.039 0.388
Cl -21.688 -2.564 2.596 2.886 1.937 3.598
Cl -22.614 -2.636 5.401 1.145 0.647 -0.796
H -20.922 -1.251 4.279 -0.248 -0.239 0.542
H -22.587 -0.835 3.776 0.811 -0.497 0.796
C -26.531 -2.707 6.526 0.208 -0.287 -0.930
Cl -27.214 -1.138 6.889 0.421 0.241 0.166
Cl -25.626 -2.636 4.869 -4.591 -2.125 8.318
H -25.764 -3.059 7.216 -0.398 0.293 0.149
H -27.418 -3.337 6.449 0.640 -0.396 -0.214
C -27.232 0.162 0.418 -0.989 0.501 -1.321
Cl -28.318 1.527 0.701 0.081 0.060 -0.380
Cl -26.181 0.222 -1.022 -1.036 -0.127 0.136
H -26.600 0.035 1.297 -1.082 1.927 -2.328
H -27.807 -0.764 0.411 -0.436 0.430 -0.869
```
Forces are in eV/Å.

Summary:
M = 612.933 g mol⁻¹
energy relative to the best compared isomer or geometry (same formula, charge and spin) = 272.7 kcal/mol

***

Let's list max |F| in order: 0.0169; 0.0672; 0.0849; 0.0424; 0.0940; 0.2546; 0.0834; 0.0705; 0.0586; 0.0258; 0.1173; 0.1893 Eh/bohr.